C29H23Cl2N9O3S2TeV | the ωB97M-V functional and the def2-TZVPD basis

* energy above the lowest of the compared OMol25 structures with the same formula, charge and spin: 0.000 eV
* E_LUMO (alpha / beta): -1.47 / -0.94 eV

Geometry as ORCA input:
```
! RIJCOSX wB97M-V def2-TZVPD def2/J DEFGRID3
* xyz 0 2
N -0.670 0.980 -1.079
Cl 3.526 4.054 -3.821
H 4.648 -2.963 2.002
C 2.359 2.852 -1.727
H 3.986 -1.736 0.903
C 1.243 -1.186 2.893
S -2.568 1.156 0.891
C 2.340 0.652 2.071
C -0.929 1.371 3.596
C 3.348 -0.565 3.840
H -0.611 1.505 -3.837
C -4.145 0.942 -1.329
H -6.628 -0.980 -0.080
C -0.631 4.123 3.731
H -1.843 1.986 6.736
N -0.450 2.063 2.507
Cl 1.093 2.945 -5.533
H -2.690 0.874 5.628
C -1.730 1.315 5.889
C -2.475 -3.377 -0.438
C 1.360 2.098 -1.127
C 3.434 -5.797 0.995
C -2.977 0.268 -0.661
H -4.703 -2.392 0.493
H -0.518 5.194 3.771
O -1.116 0.168 3.544
H 3.894 -5.848 1.978
C 0.270 1.634 -1.875
N -1.209 2.080 4.759
H -6.221 1.029 -1.612
S -0.734 -1.588 0.512
H 0.178 5.037 1.468
C 3.383 0.507 2.955
C 2.369 1.726 1.024
C -2.275 -2.041 -0.184
H 2.208 -2.299 4.434
C 4.232 -2.792 1.011
C -0.335 3.391 2.539
N 0.050 4.042 1.444
Te 2.445 -3.929 0.750
H 3.196 3.224 -1.161
C 2.272 -1.431 3.793
H -1.312 3.900 5.736
N -4.479 -4.265 -1.796
C -5.390 0.505 -1.160
H 4.958 -3.062 0.247
O -1.870 -0.044 -2.762
C -5.632 -0.692 -0.378
H -1.038 0.514 6.138
C 0.199 1.885 -3.238
H 4.201 1.211 2.910
N -3.282 -1.131 -0.401
H -3.915 1.825 -1.910
C -1.062 3.423 4.799
V -0.372 0.681 0.814
N 1.272 -0.160 2.044
C 1.205 2.631 -3.835
O 3.307 2.496 0.947
C -3.587 -3.862 -1.192
H 0.373 -1.825 2.854
C -1.775 0.367 -1.634
N -0.749 -5.145 0.299
H 0.358 3.526 0.633
H 4.157 -0.728 4.541
H 2.685 -6.579 0.902
C -1.520 -4.356 -0.029
H 4.182 -5.919 0.216
C -4.599 -1.470 -0.057
N 1.281 1.655 0.201
C 2.271 3.114 -3.088
*
```

Atomic partial charges in e from the Löwdin method, atoms 1 to 2: atom 1 (N): -0.066, atom 2 (Cl): 0.670

=====

C19H16N5O6 | the ωB97M-V functional and the def2-TZVPD basis

* energy above the lowest of the compared OMol25 structures with the same formula, charge and spin: 0.000 eV
* E_LUMO: 0.66 eV

Geometry as ORCA input:
```
! RIJCOSX wB97M-V def2-TZVPD def2/J DEFGRID3
* xyz -1 1
H -3.078 -0.746 -3.088
H -1.746 0.602 -4.751
H -3.446 1.110 -4.723
H 0.386 2.987 -1.606
C 0.593 1.828 0.753
H 1.116 5.306 -2.210
H 1.219 -1.601 -0.790
C 1.394 -2.961 2.371
C 1.084 3.143 0.421
H -1.808 0.075 2.041
H -0.139 -0.554 2.070
N -0.686 -5.366 0.498
H 2.331 6.706 -0.532
C 1.298 4.923 -1.210
C 2.147 5.233 1.042
O -1.538 0.282 -2.100
O -0.118 -3.628 -2.444
C 1.011 -2.215 0.079
O -2.258 -1.531 -0.928
C 0.156 -3.307 -0.086
H 2.631 5.857 1.792
O -1.146 -5.203 3.525
H 1.860 3.553 2.394
O -0.682 -5.230 -0.878
O 0.422 -4.054 4.559
C 0.366 -3.910 2.279
C -2.523 1.072 -4.139
H -1.460 -1.554 1.370
C -1.601 -0.501 -1.006
H 1.907 -2.830 3.325
C 2.726 -1.079 1.434
C 0.881 3.635 -0.882
N -0.165 -4.439 3.514
C 1.714 -2.096 1.295
C 1.959 5.717 -0.262
H -3.544 0.783 -2.262
C -2.777 0.289 -2.878
N -0.227 -3.924 -1.270
C -0.813 0.033 0.160
C 1.722 3.956 1.387
H 0.896 1.396 1.722
C -0.151 -4.205 0.958
N -0.172 1.152 -0.051
H -2.229 2.102 -3.911
N 3.564 -0.267 1.523
C -1.074 -0.538 1.495
*
```

Atomic partial charges in e from the Löwdin method, atoms 1 to 2: atom 1 (H): 0.117, atom 2 (H): 0.078

=====

- Which formula does entry 1 have?
  C29H23Cl2N9O3S2TeV